The following is a DFT calculation (the ωB97M-V functional and the def2-TZVPD basis) of C22H34Cl45GaO3PS as an isolated structure at a distorted geometry.

For the frontier orbital gap, the calculation gives 0.2109 Eh. As for the total charge: -1. The value obtained for the largest force on an atom is 1.38 eV/Å. The calculation puts the electronic energy at -665516.11558 eV.

Each line ends with the Löwdin charge.
Atoms and positions in Å:
C1 5.045 3.734 1.610  -0.18
C2 4.381 2.579 2.356  -0.55
P1 2.773 1.920 1.715  0.76
C3 3.191 0.956 0.154  -0.48
C4 4.653 0.508 0.002  -0.19
Ga1 1.474 3.719 0.966  0.28
C5 -0.283 2.960 0.390  -0.34
O1 -1.313 3.449 1.253  -0.30
C6 -2.618 3.382 0.743  -0.18
S1 2.248 4.637 -1.121  0.48
C7 3.605 5.822 -0.993  -0.20
O2 2.711 3.608 -2.068  -0.48
O3 1.116 5.441 -1.600  -0.47
H1 5.371 3.427 0.612  0.07
H2 5.926 4.109 2.147  0.06
H3 4.351 4.569 1.514  0.02
H4 5.094 1.760 2.472  -0.03
H5 4.142 2.898 3.376  0.06
H6 2.905 1.548 -0.718  0.03
H7 2.539 0.081 0.170  0.05
H8 5.162 1.057 -0.792  0.06
H9 4.712 -0.552 -0.264  0.06
H10 5.222 0.624 0.923  -0.04
H11 1.367 4.946 1.960  -0.06
H12 -0.505 3.217 -0.654  0.06
H13 -0.245 1.861 0.457  0.05
H14 -3.014 4.387 0.559  0.05
H15 -2.654 2.823 -0.200  0.08
H16 -3.266 2.871 1.464  0.04
H17 4.460 5.456 -1.560  0.04
H18 3.859 5.975 0.054  0.03
H19 3.224 6.748 -1.422  0.05
C8 -6.584 1.914 2.047  -1.50
Cl1 -5.957 2.128 0.414  0.54
Cl2 -6.208 0.282 2.612  0.54
Cl3 -5.959 3.128 3.154  0.55
H20 -7.662 2.009 2.007  0.01
C9 -5.195 7.107 2.798  -1.56
Cl4 -6.171 6.699 4.216  0.50
Cl5 -3.730 6.148 2.745  0.57
Cl6 -6.143 6.917 1.319  0.51
H21 -4.918 8.150 2.881  0.01
C10 5.333 -2.014 3.717  -1.55
Cl7 4.601 -3.606 3.467  0.51
Cl8 4.222 -0.720 3.322  0.59
Cl9 5.939 -1.865 5.377  0.49
H22 6.190 -1.942 3.059  -0.07
C11 -5.609 -2.083 0.963  -1.54
Cl10 -6.532 -2.534 2.400  0.50
Cl11 -3.896 -2.444 1.183  0.57
Cl12 -6.251 -2.872 -0.475  0.51
H23 -5.710 -1.012 0.833  -0.07
C12 -9.463 -0.602 -1.724  -1.54
Cl13 -8.553 -1.248 -3.089  0.52
Cl14 -9.885 -1.878 -0.585  0.52
Cl15 -8.511 0.613 -0.875  0.51
H24 -10.371 -0.157 -2.108  0.01
C13 5.122 3.261 -4.706  -1.54
Cl16 4.737 1.658 -5.324  0.51
Cl17 6.657 3.204 -3.838  0.51
Cl18 5.199 4.437 -6.027  0.50
H25 4.336 3.563 -4.016  -0.01
C14 -6.586 -6.892 -1.658  -1.57
Cl19 -6.942 -6.360 -0.020  0.52
Cl20 -7.238 -5.749 -2.834  0.50
Cl21 -4.851 -7.120 -1.879  0.52
H26 -7.073 -7.846 -1.817  0.00
C15 -2.941 -1.995 4.058  -1.59
Cl22 -2.297 -0.844 2.899  0.51
Cl23 -1.677 -2.601 5.130  0.53
Cl24 -4.262 -1.273 4.987  0.50
H27 -3.347 -2.838 3.513  -0.05
C16 7.252 -1.975 9.046  -1.56
Cl25 7.952 -0.819 7.925  0.52
Cl26 8.484 -2.674 10.099  0.52
Cl27 5.964 -1.231 9.998  0.53
H28 6.812 -2.778 8.470  0.00
C17 8.867 -0.286 1.282  -1.53
Cl28 8.558 -1.887 1.979  0.55
Cl29 8.850 -0.369 -0.477  0.54
Cl30 7.704 0.895 1.858  0.60
H29 9.853 0.021 1.604  0.01
C18 2.183 1.210 -9.244  -1.58
Cl31 3.139 0.703 -10.642  0.52
Cl32 1.682 -0.184 -8.286  0.53
Cl33 3.055 2.375 -8.259  0.51
H30 1.292 1.701 -9.607  -0.08
C19 -1.908 3.748 -10.398  -1.55
Cl34 -2.408 2.178 -11.025  0.53
Cl35 -0.342 3.637 -9.597  0.57
Cl36 -1.880 4.961 -11.676  0.53
H31 -2.633 4.059 -9.657  0.01
C20 -5.873 -7.735 -6.275  -1.54
Cl37 -6.262 -8.558 -4.764  0.50
Cl38 -5.415 -8.886 -7.526  0.53
Cl39 -7.221 -6.729 -6.802  0.53
H32 -5.026 -7.088 -6.086  0.02
C21 3.280 -1.215 12.936  -1.57
Cl40 2.519 -2.734 12.469  0.52
Cl41 2.203 0.148 12.658  0.53
Cl42 3.816 -1.268 14.618  0.52
H33 4.158 -1.082 12.318  -0.03
C22 -3.068 -12.307 -5.567  -1.56
Cl43 -4.073 -11.119 -4.746  0.50
Cl44 -4.050 -13.378 -6.568  0.52
Cl45 -1.819 -11.517 -6.530  0.52
H34 -2.575 -12.914 -4.819  0.01

The following is a DFT calculation (the ωB97M-V functional and the def2-TZVPD basis) of a 7-piece molecular cluster, C22H34FNO21S overall at a distorted geometry.

For the frontier orbital gap, the calculation gives 0.3216 Eh. Its energy above the lowest of the compared OMol25 structures with the same formula, charge and spin is 100.8 kcal/mol. As for the SMILES: CCOCCNS(=O)(=O)F.O=C1OCCO1.O=C1OCCO1.O=C1OCCO1.O=C1OCCO1.O=C1OCCO1.O=C1OCCO1. As for the total charge: 0. The value obtained for the largest force on an atom is 8.43 eV/Å. The calculation puts the electronic energy at -81400.85998 eV.

Each line ends with the Löwdin charge.
Atoms and positions in Å:
C1 1.680 -1.111 2.657  -0.08
C2 0.061 -0.709 2.544  -0.26
O1 -0.133 0.743 2.393  -0.22
C3 -1.333 1.116 3.206  -0.15
C4 -2.748 0.533 2.535  -0.20
N1 -3.472 -0.456 3.414  -0.14
S1 -3.158 -2.119 3.014  0.88
O2 -2.754 -2.398 1.550  -0.34
O3 -4.519 -2.887 3.236  -0.38
F1 -2.037 -2.908 4.097  -0.26
H1 2.083 -0.605 3.633  0.08
H2 1.714 -2.278 2.785  0.09
H3 2.170 -0.735 1.664  0.08
H4 -0.407 -1.256 1.621  0.11
H5 -0.401 -1.010 3.581  0.11
H6 -1.223 0.859 4.342  0.13
H7 -1.374 2.308 3.146  0.14
H8 -2.569 0.195 1.430  0.12
H9 -3.454 1.493 2.467  0.12
H10 -4.509 -0.271 3.363  0.09
O4 2.737 -1.509 -1.753  0.12
C5 1.537 -1.675 -1.894  -0.50
O5 0.979 -2.623 -2.702  0.07
C6 -0.408 -2.641 -2.418  -0.12
C7 -0.661 -1.278 -1.859  -0.15
O6 0.577 -0.934 -1.266  0.07
H11 -0.987 -2.833 -3.325  0.14
H12 -0.610 -3.435 -1.692  0.14
H13 -0.897 -0.544 -2.637  0.08
H14 -1.461 -1.276 -1.114  0.13
O7 6.781 3.094 -3.378  0.12
C8 6.193 2.205 -2.785  -0.52
O8 6.233 2.022 -1.433  0.07
C9 5.257 1.045 -1.121  -0.13
C10 5.102 0.293 -2.403  -0.14
O9 5.412 1.262 -3.388  0.03
H15 5.597 0.406 -0.302  0.10
H16 4.335 1.551 -0.819  0.14
H17 5.811 -0.537 -2.489  0.14
H18 4.087 -0.089 -2.541  0.10
O10 -5.578 0.149 1.604  0.13
C11 -6.681 0.251 2.114  -0.48
O11 -7.854 -0.042 1.481  0.08
C12 -8.871 -0.014 2.466  -0.13
C13 -8.298 0.869 3.526  -0.13
O12 -6.903 0.674 3.393  0.06
H19 -9.801 0.383 2.051  0.14
H20 -9.046 -1.035 2.822  0.14
H21 -8.525 1.927 3.357  0.14
H22 -8.635 0.589 4.528  0.14
O13 -0.640 0.044 -4.475  0.11
C14 0.281 0.843 -4.499  -0.49
O14 1.599 0.505 -4.388  0.07
C15 2.348 1.668 -4.688  -0.12
C16 1.392 2.778 -4.393  -0.13
O15 0.128 2.192 -4.640  0.07
H23 3.249 1.719 -4.069  0.12
H24 2.642 1.637 -5.742  0.15
H25 1.435 3.100 -3.348  0.14
H26 1.551 3.645 -5.040  0.14
O16 -3.806 2.458 0.978  0.09
C17 -3.758 2.144 -0.199  -0.49
O17 -2.769 1.387 -0.757  0.06
C18 -3.190 1.060 -2.068  -0.14
C19 -4.165 2.144 -2.396  -0.13
O18 -4.688 2.504 -1.131  0.07
H27 -2.340 1.042 -2.755  0.12
H28 -3.656 0.069 -2.052  0.15
H29 -3.681 3.020 -2.841  0.14
H30 -4.961 1.800 -3.062  0.14
O19 5.027 -1.296 0.840  0.12
C20 6.099 -1.638 1.312  -0.50
O20 6.649 -2.878 1.161  0.07
C21 7.973 -2.803 1.654  -0.14
C22 7.922 -1.649 2.602  -0.14
O21 6.903 -0.829 2.062  0.07
H31 8.256 -3.736 2.149  0.14
H32 8.653 -2.625 0.815  0.14
H33 7.633 -1.952 3.614  0.14
H34 8.871 -1.108 2.651  0.14

The following is a DFT calculation (the ωB97M-V functional and the def2-TZVPD basis) of C22H34MgN2O6P2 as an isolated structure at a distorted geometry.

For the frontier orbital gap, the calculation gives 0.2140 Eh. Its energy above the lowest of the compared OMol25 structures with the same formula, charge and spin is 42.3 kcal/mol. As for the total charge: 0. The value obtained for the largest force on an atom is 3.23 eV/Å. The calculation puts the electronic energy at -62645.76798 eV.

Each line ends with the Löwdin charge.
Atoms and positions in Å:
P1 -0.203 -1.998 -4.215  0.87
P2 0.204 1.365 -3.809  0.88
C1 -0.437 -0.803 -5.606  -0.41
C2 0.328 0.521 -5.477  -0.41
H1 -1.521 -0.631 -5.694  0.08
H2 -0.107 -1.357 -6.497  0.07
H3 1.402 0.367 -5.672  0.07
H4 -0.048 1.245 -6.214  0.07
C3 -1.453 2.140 -4.011  -0.27
H5 -1.620 2.805 -3.154  0.04
H6 -2.248 1.382 -4.018  0.04
H7 -1.483 2.725 -4.942  0.04
C4 1.285 2.802 -4.140  -0.30
H8 0.911 3.399 -4.983  0.04
H9 2.303 2.446 -4.353  0.04
H10 1.310 3.417 -3.231  0.03
C5 -1.335 -3.350 -4.673  -0.25
H11 -1.371 -4.106 -3.881  0.03
H12 -1.016 -3.807 -5.620  0.04
H13 -2.344 -2.932 -4.799  0.05
C6 1.462 -2.663 -4.590  -0.24
H14 2.190 -1.844 -4.655  0.05
H15 1.420 -3.217 -5.536  0.04
H16 1.776 -3.337 -3.784  0.03
Mg1 -0.138 0.704 1.931  0.81
C7 0.346 0.833 -0.485  -0.21
C8 -0.940 0.688 -0.905  -0.14
C9 -1.440 -0.426 -1.741  -0.25
C10 -1.432 -1.837 -1.097  -0.16
C11 -0.424 -2.772 -1.666  -0.20
C12 0.907 -2.508 -1.660  -0.20
C13 1.469 -1.130 -1.754  -0.23
C14 1.391 -0.257 -0.478  -0.18
C15 -0.142 -1.401 2.156  -0.22
H17 0.693 1.843 -0.180  0.12
H18 -1.670 1.466 -0.635  0.12
H19 -0.863 -0.493 -2.689  -0.03
H20 -2.468 -0.195 -2.085  0.12
H21 -1.300 -1.750 -0.009  0.08
H22 -2.431 -2.282 -1.261  0.12
H23 -0.759 -3.804 -1.864  0.10
H24 1.630 -3.322 -1.511  0.11
H25 1.023 -0.552 -2.574  -0.01
H26 2.522 -1.218 -2.061  0.12
H27 1.296 -0.912 0.415  0.08
H28 2.371 0.240 -0.350  0.12
H29 0.679 -1.531 2.882  -0.02
H30 -0.054 -2.151 1.360  -0.04
H31 -1.112 -1.505 2.673  -0.03
O1 -1.123 1.443 3.577  -0.06
C16 0.023 1.419 4.167  -0.54
O2 1.101 1.195 3.498  -0.06
C17 0.079 1.613 5.658  -0.08
C18 -1.037 2.077 6.360  0.10
C19 -1.022 2.146 7.771  -0.12
C20 0.099 1.760 8.511  0.11
C21 1.216 1.294 7.805  -0.11
C22 1.224 1.249 6.388  0.11
N1 2.371 0.813 8.516  -0.32
O3 2.386 0.874 9.764  0.07
O4 3.319 0.356 7.844  0.07
N2 -2.179 2.637 8.471  -0.32
O5 -3.182 2.970 7.808  0.07
O6 -2.143 2.703 9.719  0.07
H32 -1.923 2.395 5.818  0.13
H33 0.107 1.825 9.597  0.14
H34 2.129 0.932 5.868  0.14